{"formula": "H4N2O2S3", "method": "ωB97M-V with the def2-TZVPD basis set", "elements": ["O", "H", "H", "O", "N", "S", "S", "N", "H", "H", "S"], "positions_angstrom": [[-0.1588, 0.2693, 1.0225], [1.2924, 2.3769, 0.5060], [-2.3533, -1.6649, 0.6550], [1.4596, -1.5864, 1.2569], [-2.1420, -1.3624, -0.2854], [0.7499, -0.6778, 0.4059], [2.1752, 0.6041, -0.6445], [1.4413, 2.0709, -0.4456], [-2.3975, -0.4035, -0.4745], [0.6667, 2.2856, -1.0529], [-0.7336, -1.9117, -0.9434]], "largest_force_ev_per_a": 1.5, "relative_energy_kcal_mol": 0.0, "smiles": "NSS(=O)(=O)SN", "total_charge": 0, "lumo_ev": -0.7, "orbital_gap_ha": 0.312}